A 22-piece molecular cluster, C48H140O22 overall, computed with ωB97M-V/def2-TZVPD.

Values from the calculation:
energy above the lowest of the compared OMol25 structures with the same formula, charge and spin: 0.0 kcal per mole

Geometry as XYZ:
```
210
Properties=species:S:1:pos:R:3:forces:R:3
C -6.003193 -1.656583 -1.449274 0.0778 0.9377 1.1025
C -5.760483 -0.708624 -0.229097 -0.5441 -0.5911 0.3256
C -4.863816 0.534337 -0.474400 -1.5079 -1.0671 0.4058
O -7.065554 -0.400807 0.344917 0.4765 -0.5136 -1.5849
H -6.395644 -1.109012 -2.306155 0.0009 -0.0467 -0.0545
H -6.721389 -2.409161 -1.123822 -0.0700 0.0466 -0.1385
H -5.072140 -2.164867 -1.700077 0.0621 0.1311 -0.1675
H -5.264970 -1.336205 0.511652 0.3160 -0.1558 0.1762
H -5.527764 1.247612 -0.962768 0.4634 0.3090 -0.2534
H -3.972747 0.263429 -1.040701 -0.1145 0.2065 -0.1187
H -4.599373 0.905098 0.515908 0.2264 0.2263 -0.1429
H -7.041976 0.199478 1.093724 0.6570 0.3610 0.3440
C -4.622495 4.028642 0.331621 -0.5304 -0.5682 0.2071
C -5.322097 5.143775 1.109966 0.5940 0.4618 -0.9147
C -4.551450 6.443002 0.981161 1.4832 0.1114 0.2617
O -6.618051 5.370264 0.557150 -0.1540 -0.7260 0.3271
H -4.929065 3.036220 0.662124 -0.4902 0.1111 0.1022
H -3.545969 3.983597 0.496426 0.0928 0.5508 -0.2164
H -4.893642 4.081847 -0.722765 0.3390 0.1932 -0.0946
H -5.341546 4.819567 2.150457 -0.3474 0.2225 0.2387
H -4.966941 7.337879 1.444480 -0.3765 -0.2318 0.1747
H -4.262634 6.724175 -0.031571 -0.5758 -0.2700 -0.3584
H -3.573308 6.273692 1.431328 0.1891 0.1226 0.4338
H -7.090278 5.904181 1.200215 -0.2020 0.0865 -0.0672
C 3.989631 1.523789 0.262723 -0.1929 -0.1798 -0.9332
C 3.049198 1.871034 1.395987 0.4237 1.1422 -0.1735
C 2.354480 3.184479 1.163177 0.5961 0.4387 -0.1959
O 2.032215 0.920969 1.609114 0.4967 -1.8444 -0.4024
H 4.662746 2.348294 0.027754 0.2702 0.0479 0.6728
H 3.474533 1.462580 -0.695937 -0.5281 -0.3376 -0.0333
H 4.566211 0.606210 0.379729 0.0105 0.0269 0.2884
H 3.654010 1.996600 2.294059 0.0737 -0.2851 0.3427
H 1.877453 3.249941 0.185288 -0.1509 -0.2322 -0.0559
H 3.137083 3.942746 1.188492 -0.2969 0.4650 0.2282
H 1.604337 3.301510 1.945286 0.0762 0.4404 -0.0990
H 1.589534 1.128274 2.435339 -0.3635 0.2371 0.4877
C -1.370480 -5.702741 -2.043750 0.0408 0.9350 0.5848
C -0.275068 -5.253731 -3.014559 -0.2931 -1.7346 0.0908
C 1.105738 -5.652663 -2.569448 0.7631 0.3999 0.5760
O -0.552088 -6.002035 -4.212439 -0.2993 0.5729 -0.0923
H -2.325464 -5.315894 -2.399376 -0.1822 -0.5602 -0.2382
H -1.292457 -5.237581 -1.061082 0.4374 0.3826 0.0939
H -1.379035 -6.766461 -1.806010 -0.0572 -0.1093 -0.6605
H -0.341899 -4.176426 -3.166442 0.0196 0.0429 -0.1480
H 1.210082 -6.723032 -2.391920 -0.3407 -0.0501 0.1562
H 1.371316 -5.100982 -1.667667 0.0543 -0.0906 0.2754
H 1.893575 -5.408377 -3.282000 -0.1607 0.2329 -0.3668
H 0.190448 -5.871512 -4.806746 0.0903 0.0655 -0.1988
C -4.200680 2.460472 -3.811935 -0.5904 0.5699 0.0513
C -2.737436 2.484407 -4.237532 -1.4334 0.5346 0.8246
O -2.404251 1.454926 -5.116628 0.3378 0.0091 -0.2967
H -4.380805 3.284102 -3.121069 0.1460 0.1950 0.1820
H -4.527608 1.580327 -3.258263 0.2204 -0.3107 -0.2461
H -4.883337 2.666560 -4.636328 0.0152 -0.3463 -0.2029
H -2.208603 2.460051 -3.284720 0.8082 -0.0543 -0.1312
H -2.604182 3.455011 -4.715310 0.5393 -0.1392 -0.1477
H -2.669540 0.645387 -4.674060 0.0794 -0.5982 0.0247
C -1.415479 4.886776 -1.513745 -0.8724 0.5939 0.2498
C 0.047854 5.341861 -1.457048 -1.9996 -0.1281 0.7383
O 0.659413 4.822396 -2.552140 1.7014 -0.0031 -1.8744
H -1.557578 3.817982 -1.353758 0.3105 -0.0828 0.0391
H -1.856714 5.123746 -2.481866 0.3504 -0.0808 -0.3236
H -2.104092 5.403522 -0.845256 0.2260 0.0864 0.5313
H 0.510867 4.961294 -0.546612 0.0726 0.2917 0.4313
H 0.104885 6.428657 -1.518000 0.1176 0.0445 0.2332
H 0.643850 3.866316 -2.466936 0.0073 -0.3716 0.2365
C 4.005755 5.130009 -1.656875 -0.2570 -0.2598 -0.1627
C 3.473225 6.149267 -0.674437 -1.3435 -0.9486 -1.0092
O 4.431241 6.321013 0.323096 0.4401 0.9039 0.5286
H 4.125949 4.180425 -1.135404 0.4931 0.0279 0.0676
H 4.950911 5.544828 -2.007168 0.2027 -0.4809 -0.1901
H 3.363812 4.881570 -2.502036 -0.1693 0.5112 -0.0268
H 2.543709 5.808117 -0.218696 0.0266 -0.0378 0.1025
H 3.222270 7.065112 -1.209565 0.0941 0.3096 0.1263
H 4.958335 7.040848 -0.031325 0.5383 0.0113 0.5285
C -0.658357 -4.173108 5.343239 0.6064 -0.2201 0.4374
C 0.712834 -4.556596 5.925826 -0.1386 0.6338 -0.8914
O 1.514978 -5.132838 4.882383 -0.3788 -0.5708 -0.4145
H -1.307360 -3.753120 6.111684 0.1185 0.0110 0.1559
H -1.147604 -5.080215 4.988427 -0.0158 0.1182 -0.2752
H -0.564406 -3.424383 4.556674 -0.0087 -0.2095 -0.1793
H 0.573477 -5.263053 6.744119 0.2262 0.1193 0.1643
H 1.302362 -3.674950 6.177344 -0.4880 0.2036 0.8883
H 2.412930 -5.237612 5.205335 0.0188 -0.0682 0.0207
C -7.989853 2.036057 4.289064 -0.3181 -0.8600 0.3696
C -7.216488 2.430495 3.085011 0.8967 0.6411 -0.9059
O -6.539004 1.353874 2.488286 -0.4837 -1.1932 -0.4259
H -7.388234 1.477833 5.006388 0.2412 0.3509 0.1700
H -8.722580 1.299760 3.958774 -0.3674 0.1471 0.0777
H -8.485034 2.888184 4.754660 -0.0175 -0.0828 0.0399
H -6.435962 3.169771 3.264863 -0.2966 0.5260 0.3797
H -7.890165 2.814076 2.318761 -0.0834 0.3454 0.0447
H -5.585241 1.434877 2.561581 0.4210 0.0797 0.3455
C 7.119842 -1.567330 0.751315 0.1746 -0.3743 -0.3144
C 7.367797 -1.969151 2.202136 -0.6993 -0.3948 -0.5071
O 6.701589 -1.104874 3.093736 0.8998 0.4313 0.5016
H 6.073258 -1.651115 0.458508 -0.1794 -0.0301 0.2285
H 7.674583 -2.226772 0.083853 0.0979 -0.0998 -0.0808
H 7.433291 -0.550567 0.514581 0.1108 0.0746 0.3188
H 8.436671 -2.083452 2.382555 0.0414 0.7319 0.3862
H 6.980538 -2.964144 2.421501 -0.0583 -0.4494 -0.4815
H 5.764084 -1.284730 2.992160 -0.4001 0.2653 -0.1431
C 2.449260 1.859789 -3.650450 -0.5805 -0.2873 -0.3260
C 0.897560 1.936980 -3.563188 1.8888 -1.1332 -1.4041
O 0.572668 2.119475 -2.250299 -1.1756 1.3172 1.9169
H 2.840274 0.993193 -3.117333 -0.2397 -0.1268 0.2755
H 2.850101 2.755230 -3.175444 0.1419 0.0815 -0.2336
H 2.826127 1.720592 -4.663715 -0.0617 0.3876 -0.1575
H 0.427920 1.006787 -3.883029 0.0114 -0.0072 -0.6588
H 0.533488 2.774584 -4.158151 -0.1653 -0.0930 0.0073
H 0.753425 1.330029 -1.734841 0.1841 -0.4499 0.3254
C -0.874337 -1.881112 -4.454841 -0.0917 -0.2388 -0.4255
C -2.295075 -2.349391 -4.342799 0.2525 -0.5514 -0.3056
O -3.096218 -1.267161 -3.968870 -0.9534 1.2104 0.2686
H -0.835130 -1.123187 -5.237206 0.1714 0.1399 0.0817
H -0.254820 -2.719448 -4.773415 0.3045 0.1511 0.1725
H -0.539264 -1.452673 -3.510236 0.1862 -0.0689 0.0205
H -2.416980 -3.145000 -3.607785 0.1013 -0.2267 0.0329
H -2.652976 -2.705096 -5.308959 0.1962 -0.3541 -0.0887
H -3.906546 -1.329851 -4.479794 -0.2197 0.1422 0.2312
C -3.651563 -4.355275 2.805293 0.1209 0.2497 -0.1531
C -2.991506 -4.249343 1.434774 -1.0223 0.3426 -0.1997
O -1.722552 -3.680214 1.529202 0.3335 0.5487 -0.2908
H -4.723863 -4.544461 2.755463 0.0501 -0.3605 -0.0714
H -3.550402 -3.390628 3.302612 0.0966 0.0703 0.0279
H -3.130778 -5.094158 3.414344 -0.1974 -0.1440 0.0572
H -3.575380 -3.595154 0.787297 -0.1725 0.2075 0.0411
H -2.967079 -5.192558 0.889036 0.0666 -0.4046 0.1826
H -1.155011 -4.359805 1.900219 0.6780 -0.2439 0.2835
C 3.413804 -3.481071 2.365943 -0.3370 -1.7172 -0.4629
C 3.304575 -2.299954 3.236019 0.1731 -0.0829 0.7825
O 3.902704 -1.266852 2.536345 0.9487 1.6040 -0.4969
H 4.428382 -3.731904 2.056412 0.2696 0.5173 0.1279
H 2.851242 -3.305009 1.449081 -0.2164 -0.2833 0.0028
H 3.088175 -4.378997 2.891109 -0.4711 -0.0732 -0.1724
H 3.876546 -2.456580 4.150573 0.0325 -0.0269 0.3281
H 2.289616 -2.046050 3.541796 -0.1680 -0.2392 -0.1959
H 3.300255 -0.554286 2.310730 -0.3693 0.1822 -0.0568
C -0.912574 4.641021 2.366999 -0.0246 -0.1057 1.1181
C -1.684309 4.886148 3.658849 0.4171 0.1110 -0.0877
O -2.864806 4.114111 3.728271 -0.7027 -0.4463 -0.3442
H -1.395448 5.101431 1.505052 0.1866 -0.2382 -0.0455
H -0.723086 3.572347 2.266270 -0.2906 -0.0668 -0.3785
H 0.067296 5.070500 2.575558 0.0908 0.3416 -0.5125
H -1.933925 5.944852 3.729124 -0.0232 0.1308 0.1389
H -1.057512 4.611547 4.507268 0.2032 0.1272 0.0874
H -3.108240 3.938429 4.640125 0.0641 0.2551 0.1587
C 0.629654 -7.568663 1.194450 -0.1205 -0.4864 -0.3652
C 0.810893 -6.087975 1.367314 -0.4371 0.1613 -0.5371
O -0.023434 -5.579487 2.384364 0.3105 0.1075 0.7142
H 1.237702 -8.202673 1.839747 0.3629 0.1979 -0.1105
H 0.824839 -7.754103 0.138230 0.1649 -0.5853 0.0502
H -0.389920 -7.886606 1.412374 -0.1934 0.3331 -0.1986
H 0.479668 -5.566220 0.469439 0.1355 -0.1154 -0.2408
H 1.854880 -5.817414 1.525371 0.0597 0.0186 0.1051
H 0.544225 -5.496511 3.154093 -0.1241 0.1894 0.7246
C 2.112888 -1.229355 -6.524515 0.1001 0.1083 -0.5517
C 3.089059 -2.310566 -6.018243 -1.1330 0.2440 -0.2259
O 2.417588 -3.162390 -5.100125 0.1150 -0.6204 -0.3233
H 1.655028 -0.644896 -5.726485 0.1889 -0.0407 0.1380
H 1.302746 -1.631853 -7.132593 -0.1926 -0.6392 0.4141
H 2.528293 -0.546585 -7.265693 0.6742 0.2509 0.3026
H 3.986192 -1.898635 -5.556103 0.0476 0.2120 -0.0823
H 3.376853 -2.943427 -6.857737 0.1855 0.0359 0.0028
H 2.446278 -2.767044 -4.225781 -0.1581 0.4518 0.2809
C 4.747445 -2.643393 -2.667540 0.7559 -0.0829 -1.3707
C 3.529770 -2.321776 -1.853369 0.4161 0.0718 -0.7822
O 2.570347 -1.660746 -2.700909 0.6258 -0.4815 0.4196
H 5.004545 -1.832320 -3.348831 -0.0458 0.5646 0.3287
H 4.609743 -3.443120 -3.395267 -0.2368 -0.4649 0.3397
H 5.652329 -2.842836 -2.093512 -0.2084 -0.1421 0.2574
H 3.877882 -1.651172 -1.067737 -0.4964 -0.0170 0.4123
H 3.105912 -3.257987 -1.490118 -0.1212 0.1191 0.5127
H 2.000664 -1.201138 -2.079770 -0.5180 0.4909 0.0644
C -2.686295 -0.587072 2.672671 -0.1101 1.5424 -0.4633
C -2.590690 0.967789 2.704209 -0.7545 -1.2617 0.0726
O -3.827353 1.571593 3.156816 1.0177 -0.6821 0.1036
H -1.767805 -0.877570 2.162680 -0.1722 -0.5906 0.0642
H -3.565336 -0.875639 2.096363 0.1361 -0.1339 -0.2266
H -2.777894 -1.077514 3.641779 0.2232 0.3300 0.1276
H -2.389098 1.372031 1.712213 0.0373 -0.2637 -0.2074
H -1.722110 1.220906 3.312153 -0.1402 0.3984 0.4504
H -3.552797 2.483180 3.280215 -0.2442 0.6879 -0.0063
C 6.271399 1.070509 -3.077332 0.7060 0.8035 0.6727
C 7.068639 2.344934 -2.760803 0.2597 0.4666 -1.1645
O 8.448170 2.136239 -3.091083 -0.0329 -0.5344 0.4972
H 6.586120 0.265097 -2.413740 -0.1017 -0.0086 0.1481
H 6.478773 0.730487 -4.091961 -0.2453 0.2325 -0.0595
H 5.222048 1.310248 -2.905643 -0.1012 -0.3142 -0.2373
H 6.911154 2.768514 -1.768889 0.1670 -0.6455 0.5234
H 6.769514 3.180104 -3.394131 -0.6331 -0.0769 -0.3677
H 8.969855 2.888485 -2.801987 -0.0636 0.0635 0.0338
C 0.923022 -0.186426 5.109246 0.5292 0.8554 0.9347
C 0.792900 1.337461 5.280335 -0.9331 -1.3427 -0.1118
O 1.025137 1.910104 4.014009 0.3706 0.8853 -0.2436
H 0.341564 -0.611031 5.927618 0.1642 -0.5358 -0.1565
H 1.972458 -0.473248 5.176433 -0.0363 -0.1859 0.1059
H 0.553124 -0.523185 4.140810 -0.3169 0.1903 0.0798
H 1.414573 1.811788 6.039709 0.3335 -0.4347 0.0197
H -0.236489 1.510334 5.594303 -0.2334 0.3458 -0.1096
H 1.478085 2.737375 4.193094 0.0280 0.2706 -0.4567
C -1.220341 -0.203974 -0.495426 0.3939 0.0282 0.2153
C 0.120738 -0.928185 -0.269604 -1.8973 -0.7246 -0.7676
O 1.177913 -0.117209 -0.723441 0.3817 -0.2164 -0.2835
H -1.199387 0.707557 0.101885 -0.1322 0.1046 0.0279
H -2.098343 -0.785185 -0.213619 0.2027 -0.1979 0.1496
H -1.369698 0.106237 -1.529622 0.2326 -0.1117 -0.1531
H 0.143050 -1.849673 -0.851371 -0.0766 -0.1543 -0.1888
H 0.193053 -1.281119 0.759143 0.3791 0.4290 0.2466
H 1.656951 0.164695 0.059284 0.2851 0.4661 0.4691
```
Positions in Å, forces in eV/Å.